1.
Molecular formula: C31H44Cl36NO2S
Method: DFT, ωB97M-V/def2-TZVPD

Geometry as XYZ:
```
115
Properties=species:S:1:pos:R:3:forces:R:3
O 5.3043 -1.4822 2.8026 -0.383 5.198 -4.556
C 5.4109 -0.6903 1.7050 2.767 -6.451 -1.031
O 6.0856 -1.3311 0.5338 -3.524 4.621 5.181
C 4.8124 0.8412 1.5968 -1.114 3.137 -0.209
C 5.6842 2.1592 1.0783 -4.234 -0.536 2.046
C 4.9152 3.6254 1.0008 -2.635 -2.307 3.759
C 3.3411 3.8433 1.4598 2.214 -3.606 0.207
C 2.4517 2.5325 1.9962 4.828 -0.733 -1.676
C 3.2428 1.0605 2.0215 0.480 3.352 -0.912
S 2.1488 -0.4002 2.5880 -0.523 1.865 -1.685
C 0.4753 0.0164 1.7650 -2.241 1.956 -1.348
C -0.4673 -1.1405 1.0821 -1.393 4.426 -0.448
C -1.8778 -0.6336 0.3609 3.245 2.213 1.429
C -2.3261 0.9661 0.3754 5.039 -0.242 0.915
C -1.3295 2.1060 1.0849 1.223 -3.597 -0.338
C 0.0995 1.6461 1.7792 -3.067 -3.211 -2.174
N 1.0075 2.6631 2.4374 0.914 -2.431 -0.145
H 6.8211 2.0110 0.7474 -2.937 0.354 0.771
H 5.4884 4.5949 0.6118 -1.389 -2.248 1.936
H 2.8399 4.9223 1.3785 1.981 -3.238 0.144
H -0.1121 -2.2796 1.0907 -1.000 3.168 -0.084
H -2.5716 -1.4287 -0.1744 1.824 1.976 1.480
H -3.3480 1.3380 -0.1159 2.857 -0.905 1.347
H -1.6662 3.2508 1.0807 1.220 -3.020 -0.006
H 1.0228 2.3737 3.4618 -0.053 0.509 -1.483
C 1.0147 5.8104 -1.4092 0.172 0.170 0.154
Cl 0.2179 4.9467 -2.7298 -0.091 0.057 -0.216
Cl 0.9675 4.8691 0.0864 -0.890 0.113 -1.460
H 2.0569 5.9936 -1.6816 -0.214 -0.200 0.069
H 0.5030 6.7623 -1.2468 0.007 -0.283 -0.057
C -0.1974 -2.1399 5.3425 0.544 0.039 0.263
Cl 0.3844 -3.0613 3.9505 -0.141 0.174 -0.001
Cl -1.4616 -0.9995 4.8669 -0.032 0.137 0.064
H -0.6036 -2.8328 6.0832 0.515 0.356 -0.535
H 0.6380 -1.5845 5.7759 -0.158 -0.020 -0.333
C 6.1703 2.8874 -2.5846 0.220 -0.073 -0.200
Cl 5.3283 3.6164 -1.2118 0.797 -1.005 -3.558
Cl 5.4191 3.3577 -4.1141 0.017 -0.021 -0.454
H 7.2107 3.2211 -2.5817 -0.297 0.027 -0.044
H 6.1314 1.7995 -2.4888 -0.147 0.265 0.031
C 1.0703 -5.2876 -0.3721 0.383 -0.175 0.070
Cl 0.2283 -4.5586 1.0007 0.068 -0.487 -0.001
Cl 0.3191 -4.8173 -1.9016 -0.017 0.000 -0.106
H 2.1107 -4.9539 -0.3692 -0.318 0.067 0.004
H 1.0314 -6.3755 -0.2763 -0.112 0.303 -0.005
C 1.4428 7.7560 2.3321 -0.434 -0.163 0.310
Cl 1.5619 6.0248 2.6697 -0.393 1.065 1.498
Cl 2.7942 8.3036 1.3326 0.098 0.153 -0.150
H 0.5069 7.9517 1.8032 0.259 -0.107 -0.001
H 1.4541 8.3044 3.2772 0.157 -0.458 -0.610
C 4.7428 8.1760 -1.6879 -0.363 0.120 0.330
Cl 4.8619 6.4448 -1.3503 -0.126 0.633 -0.200
Cl 6.0942 8.7236 -2.6874 0.001 0.126 -0.036
H 3.8069 8.3717 -2.2168 0.288 -0.080 0.047
H 4.7541 8.7244 -0.7428 0.113 -0.133 -0.272
C -0.4672 -6.0528 -5.4510 0.090 0.217 0.327
Cl -1.0932 -4.4054 -5.3131 0.005 0.017 0.102
Cl -0.9299 -6.7821 -6.9934 -0.242 0.157 -0.253
H 0.6231 -6.0259 -5.3829 -0.418 0.165 -0.093
H -0.8730 -6.6570 -4.6358 0.018 0.225 -0.235
C -3.0859 -4.9593 7.3941 -0.323 -0.140 0.183
Cl -1.7624 -6.1264 7.4993 -0.213 -0.003 0.078
Cl -2.5523 -3.4601 6.6243 -0.987 -0.359 0.318
H -3.8968 -5.3932 6.8040 0.296 0.130 0.052
H -3.4428 -4.7342 8.4022 0.194 -0.011 -0.258
C -5.1347 -3.5234 -0.3316 -0.715 -0.262 -0.250
Cl -3.8111 -4.6905 -0.2263 -0.039 -0.027 0.077
Cl -4.6011 -2.0242 -1.1014 -0.565 -0.294 -0.069
H -5.9455 -3.9573 -0.9217 0.339 0.076 -0.038
H -5.4915 -3.2983 0.6765 0.166 -0.127 -0.608
C 2.0870 -6.2683 7.0166 0.272 0.320 0.051
Cl 1.2487 -5.2017 5.8832 0.387 -0.207 0.198
Cl 1.1414 -7.7278 7.3344 0.099 -0.240 0.123
H 3.0508 -6.5549 6.5890 -0.333 0.019 0.028
H 2.2446 -5.7348 7.9572 -0.157 -0.170 -0.232
C 1.7728 -9.0065 -4.0723 0.447 -0.378 0.045
Cl 0.9308 -8.2775 -2.6995 0.012 -0.061 0.006
Cl 1.0216 -8.5362 -5.6018 0.516 -0.705 0.145
H 2.8133 -8.6728 -4.0694 -0.327 0.031 0.010
H 1.7339 -10.0944 -3.9765 -0.105 0.309 -0.020
C -3.6245 -2.4037 -7.7412 0.340 -0.200 0.012
Cl -3.6183 -0.6674 -8.0730 0.106 0.012 0.014
Cl -5.2599 -2.9794 -7.3960 0.026 -0.106 0.023
H -3.2375 -2.9342 -8.6145 -0.195 0.185 0.197
H -2.9873 -2.6029 -6.8761 -0.255 0.097 -0.193
C -4.1547 5.1468 1.0972 -0.358 0.162 0.142
Cl -4.0355 3.4157 1.4348 -0.797 0.609 0.178
Cl -2.8033 5.6945 0.0977 0.012 0.108 -0.029
H -5.0906 5.3425 0.5683 0.303 -0.104 0.043
H -4.1434 5.6953 2.0423 0.115 -0.194 -0.238
C 0.2696 3.8816 -6.3500 0.280 0.052 0.330
Cl -1.3010 3.3570 -5.7311 0.039 0.038 0.099
Cl 0.2904 3.8772 -8.1176 0.103 0.039 -0.081
H 0.4717 4.8948 -5.9943 -0.155 -0.257 -0.136
H 1.0419 3.2009 -5.9833 -0.267 0.114 -0.148
C -2.4201 -9.3486 -4.3336 0.259 0.263 0.059
Cl -2.6618 -11.0860 -4.1142 0.129 -0.051 0.048
Cl -3.8679 -8.5841 -5.0003 0.078 0.100 0.015
H -2.1925 -8.8961 -3.3655 -0.164 -0.170 -0.203
H -1.5853 -9.1895 -5.0207 -0.301 -0.105 0.085
C -3.7332 0.6550 -3.9268 0.008 -0.468 -0.186
Cl -4.3902 2.2592 -4.2732 -0.050 0.029 -0.122
Cl -3.2420 0.5208 -2.2340 0.056 0.102 -1.033
H -4.4991 -0.0958 -4.1356 0.109 0.253 0.077
H -2.8630 0.4816 -4.5646 -0.171 0.175 0.203
C -0.1143 9.4574 6.2424 -0.020 0.036 0.415
Cl 0.9453 9.7875 4.8664 -0.004 0.436 0.442
Cl -1.5937 8.6402 5.7242 0.016 0.024 0.101
H 0.4147 8.8185 6.9536 -0.122 0.086 -0.310
H -0.3795 10.4028 6.7221 0.037 -0.224 -0.260
C -4.7427 -0.8913 2.9252 -0.606 0.525 0.609
Cl -4.2772 -2.4893 2.3295 0.375 0.126 0.775
Cl -3.9001 0.3871 2.0416 -1.630 -0.919 1.960
H -5.8200 -0.7631 2.7952 0.241 -0.162 -0.027
H -4.4876 -0.8187 3.9853 0.044 -0.141 -0.274
```
Forces are in eV/Å.

Calculated values
* gap between HOMO and LUMO: 5.89 eV
* 2S+1: 1
* lowest unoccupied orbital energy: 1.559 eV
* E_HOMO: -4.3 eV
* total charge: -1

***

2.
Molecular formula: C31H44CoGeN2O6P
Method: DFT, ωB97M-V/def2-TZVPD

Geometry as XYZ:
```
86
Properties=species:S:1:pos:R:3:forces:R:3
Co -0.7214 -0.0067 0.8276 0.220 -0.138 0.082
C 0.0987 -3.1050 3.4851 -0.004 0.000 0.001
C 0.5076 -1.7904 2.8563 -0.002 -0.020 -0.004
C 2.0038 -1.5462 2.9209 0.004 -0.013 0.002
O 0.1469 -1.8158 1.4247 -0.136 0.032 -0.016
C -0.2128 -0.6033 3.5314 0.026 0.026 -0.009
O -0.1880 -0.5296 4.7379 0.003 0.009 0.011
O -0.7550 0.2655 2.7283 -0.073 -0.042 0.041
H 0.6117 -3.9380 2.9996 0.009 -0.001 0.007
H -0.9821 -3.2528 3.4240 -0.002 -0.007 -0.012
H 0.3662 -3.0942 4.5388 -0.009 0.008 0.005
H 2.5439 -2.3728 2.4574 0.002 0.000 -0.001
H 2.3061 -1.4537 3.9626 -0.002 -0.003 0.003
H 2.2624 -0.6211 2.4029 -0.007 0.004 0.003
H -0.3488 -2.6213 1.2409 0.066 -0.050 0.001
N -2.7046 -0.0574 -0.0076 0.010 0.083 0.030
N -2.6025 -0.0695 -1.4041 0.000 0.042 0.027
C -1.4277 -0.3457 -2.0411 0.030 -0.179 0.065
O -1.3294 -0.3252 -3.2433 0.111 0.130 -0.063
O -0.4274 -0.7127 -1.2238 -0.160 0.217 -0.026
H -3.3797 -0.7539 0.2913 0.013 0.006 0.055
H -3.0087 0.8603 0.3104 -0.012 0.004 -0.018
H -3.3506 0.3031 -1.9663 -0.015 -0.023 -0.007
C -0.8314 -2.3155 -6.5797 -0.003 -0.014 -0.005
C 0.0971 -2.5498 -5.3963 0.006 -0.016 0.005
C -0.6359 -3.1283 -4.1926 -0.055 -0.004 -0.015
C 0.2260 -3.2092 -2.9346 0.051 -0.040 -0.009
Ge 0.9982 -1.6023 -2.1551 0.017 0.031 -0.020
C 2.1115 -0.3640 -3.1746 -0.016 -0.002 0.002
C 1.5093 0.8223 -3.9233 -0.055 -0.045 0.030
C 2.5868 1.6549 -4.6088 0.004 0.002 -0.012
C 1.9975 2.8106 -5.4053 -0.004 0.007 -0.008
H -0.2869 -1.9489 -7.4496 0.003 0.006 -0.002
H -1.5972 -1.5800 -6.3266 -0.002 -0.003 0.004
H -1.3372 -3.2383 -6.8697 0.003 -0.003 -0.001
H 0.5664 -1.6032 -5.1145 -0.022 0.012 -0.006
H 0.9086 -3.2252 -5.6852 0.014 0.003 0.013
H -0.9784 -4.1384 -4.4355 -0.001 -0.006 -0.019
H -1.5323 -2.5350 -4.0028 0.061 -0.039 0.004
H 1.1094 -3.8318 -3.1258 -0.018 -0.018 -0.009
H -0.3059 -3.7097 -2.1202 -0.011 0.021 0.008
H 1.7625 -2.0123 -0.8855 -0.005 0.016 0.025
H 2.6394 -1.0122 -3.8839 -0.001 -0.013 0.010
H 2.8764 -0.0136 -2.4777 0.032 0.026 0.050
H 0.9326 1.4587 -3.2442 0.015 0.014 0.066
H 0.7937 0.4701 -4.6664 -0.055 0.000 -0.024
H 3.1701 1.0099 -5.2732 0.000 -0.007 0.012
H 3.2885 2.0321 -3.8566 -0.019 0.015 -0.003
H 1.3288 2.4438 -6.1862 0.009 -0.008 -0.006
H 2.7754 3.4050 -5.8849 -0.002 0.002 0.006
H 1.4167 3.4708 -4.7593 -0.011 0.026 0.022
O -0.7534 1.9203 0.3289 0.011 0.086 -0.399
P 0.2243 3.0640 0.5790 -0.051 -0.076 0.228
C 0.4330 4.0756 -0.8799 -0.027 -0.037 -0.044
C -0.7163 4.5215 -1.5357 0.015 -0.018 -0.014
C -0.6040 5.3579 -2.6322 0.008 0.011 -0.003
C 0.6525 5.7615 -3.0696 -0.012 -0.004 -0.006
C 1.7956 5.3234 -2.4188 0.016 -0.014 -0.014
C 1.6899 4.4752 -1.3252 0.002 0.027 0.007
C -0.3477 4.1207 1.8987 0.035 -0.002 -0.003
C -0.9670 3.5287 3.0013 0.008 0.026 0.021
C -1.3658 4.3243 4.0640 -0.001 -0.005 -0.008
C -1.1465 5.6951 4.0303 0.002 0.012 0.000
C -0.5265 6.2824 2.9354 -0.009 -0.005 0.016
C -0.1244 5.4969 1.8669 -0.017 -0.003 -0.024
C 1.8297 2.4008 1.0308 -0.007 0.019 0.042
C 2.3955 1.4244 0.2080 0.044 0.004 -0.033
C 3.6247 0.8737 0.5298 -0.005 -0.001 -0.025
C 4.2925 1.2929 1.6748 -0.001 0.005 -0.007
C 3.7324 2.2597 2.4956 0.004 0.000 -0.001
C 2.5015 2.8173 2.1759 -0.012 -0.026 0.021
H -1.6945 4.2190 -1.1813 0.003 -0.012 -0.005
H -1.4929 5.7034 -3.1425 -0.002 0.000 -0.001
H 0.7384 6.4201 -3.9238 0.000 0.003 0.000
H 2.7714 5.6397 -2.7623 0.003 -0.003 -0.004
H 2.5833 4.1358 -0.8163 0.003 0.002 -0.001
H -1.1195 2.4565 3.0365 0.013 -0.011 0.001
H -1.8429 3.8700 4.9219 0.000 -0.001 0.002
H -1.4600 6.3105 4.8633 0.000 0.001 0.001
H -0.3598 7.3507 2.9130 0.001 0.003 -0.002
H 0.3530 5.9544 1.0089 0.002 0.002 0.005
H 1.8820 1.1158 -0.6969 -0.029 -0.011 -0.017
H 4.0657 0.1172 -0.1061 -0.004 -0.010 -0.024
H 5.2516 0.8604 1.9273 0.003 0.002 -0.002
H 4.2516 2.5809 3.3883 -0.002 -0.001 0.003
H 2.0626 3.5668 2.8221 -0.001 -0.003 -0.003
```
Forces are in eV/Å.

Calculated values
* gap between HOMO and LUMO (alpha / beta): 9.38 / 9.41 eV
* 2S+1: 4
* expectation value of S²: 3.756
* lowest unoccupied orbital energy (alpha / beta): -2.308 / -2.343 eV
* E_HOMO (alpha / beta): -11.7 / -11.7 eV
* energy above the lowest of the compared OMol25 structures with the same formula, charge and spin: 0.185 eV
* total charge: +1

***

Q: Number 2 is which compound?
A: C31H44CoGeN2O6P

***

Q: Which value of total charge does entry 1 give?
A: -1

***

Q: Among the records above, which one has the highest total charge?
A: C31H44CoGeN2O6P

***

Q: Which of these has the lowest total charge?
A: C31H44Cl36NO2S